Density functional theory data (wB97M-V/def2-TZVPD) for a single C3H2Cl2O molecule in a non-equilibrium geometry.

Structure (XYZ):
```
8
Properties=species:S:1:pos:R:3:forces:R:3
C -0.932 -0.093 0.055 -5.313 16.689 1.249
C 0.068 0.781 0.021 4.032 0.907 -0.921
C 1.300 0.275 -0.421 -0.760 0.750 -1.116
O -0.832 -1.211 0.086 1.653 -19.435 0.813
Cl 0.336 2.555 0.088 -1.514 -0.412 0.210
Cl 2.676 -0.407 0.049 1.011 -0.830 0.791
H -1.972 0.210 0.352 0.575 0.893 -0.607
H -0.644 -2.109 -0.229 0.317 1.437 -0.420
```
Positions in Å, forces in eV/Å.

As for the gap between HOMO and LUMO (alpha / beta): 7.264 / 6.857 eV. As for the spin multiplicity: 1. Its calculated total energy is -1110.8579 Ha. The HOMO energy (alpha / beta) is -7.08 / -7.16 eV. The energy above the lowest of the compared OMol25 structures with the same formula, charge and spin is 168.6 kcal/mol. The LUMO energy (alpha / beta) comes out at 0.18 / -0.31 eV.